(1)
58
Properties=species:S:1:pos:R:3:forces:R:3 method="wB97M-V/def2-TZVPD" lumo_ev=-4.427 total_charge=+1 molar_mass_g_mol=321.43 homo_lumo_gap_ev=7.18 de_lowest_kcal_mol=118.70 total_energy_ha=-1115.1469
O 0.685 0.974 -0.180 0.7 -0.4 -0.5
H 0.970 1.263 0.690 0.1 0.8 0.9
H -0.113 1.383 -0.525 -1.0 0.8 -0.1
H 0.596 0.018 -0.181 -0.1 -1.0 -0.2
C -5.724 3.282 0.563 0.4 0.9 1.6
C -4.312 2.927 1.015 0.1 -1.5 -0.8
C -4.244 2.022 2.307 -0.3 1.2 -1.9
O -2.895 1.963 2.656 1.1 -0.3 0.5
C -2.610 1.101 3.748 -1.1 -0.6 0.0
N -3.687 2.288 -0.172 0.9 -0.7 -0.1
H -5.969 3.998 1.348 -1.2 0.3 -0.4
H -6.440 2.461 0.539 0.2 -0.2 0.2
H -5.700 3.730 -0.430 -0.1 0.3 0.2
H -3.692 3.786 1.268 -0.3 0.3 -0.2
H -4.695 1.060 2.065 0.1 -0.4 0.2
H -4.835 2.515 3.079 -0.1 0.0 0.2
H -2.785 0.059 3.477 0.2 -0.3 -0.4
H -3.341 1.228 4.546 0.1 0.5 0.3
H -1.600 1.178 4.149 -0.1 0.5 -0.4
H -4.326 1.592 -0.529 -0.2 -0.9 0.5
H -3.801 2.898 -0.969 0.5 0.9 0.1
C -2.270 -4.816 -2.853 -0.7 -1.3 -0.6
C -2.385 -5.050 -1.359 -0.7 0.6 -1.1
C -2.905 -6.466 -1.045 -0.6 1.7 -0.5
O -4.268 -6.497 -1.535 0.8 -1.7 0.8
C -4.770 -7.854 -1.524 0.4 0.0 -0.8
N -1.145 -4.684 -0.754 1.0 -0.1 1.8
H -3.232 -5.109 -3.274 -0.1 0.2 -0.2
H -1.574 -5.560 -3.240 0.4 0.1 -0.3
H -2.022 -3.829 -3.243 0.1 0.0 0.6
H -3.150 -4.349 -1.024 0.0 0.0 0.4
H -2.888 -6.588 0.038 -0.1 -0.3 0.2
H -2.206 -7.156 -1.518 -0.3 -0.6 -0.2
H -4.244 -8.429 -2.287 0.0 0.0 -0.4
H -5.833 -7.882 -1.763 0.1 0.4 0.1
H -4.589 -8.459 -0.636 0.0 0.6 0.7
H -1.189 -4.969 0.214 -0.3 0.5 0.8
H -0.350 -5.260 -0.990 0.1 -0.2 -1.2
C 3.869 5.132 2.337 0.0 -1.1 0.8
C 3.502 4.011 3.450 -0.7 1.3 -1.4
O 3.681 2.670 3.010 0.1 0.1 -0.2
O 3.265 4.871 1.050 0.2 -0.1 1.1
H 4.937 5.298 2.193 0.1 -0.4 0.1
H 3.491 6.080 2.717 -0.3 -0.1 -0.1
H 2.437 4.192 3.592 -0.3 -0.3 -0.1
H 3.903 4.175 4.450 0.6 0.2 -0.3
H 4.212 2.188 3.648 0.1 0.1 0.0
H 3.938 4.411 0.542 0.0 -0.1 -0.1
C 7.615 1.373 -3.133 -0.4 -0.9 -2.0
C 8.723 1.885 -2.264 -1.4 -0.6 0.3
O 8.974 3.220 -2.622 0.4 0.2 0.7
O 6.399 2.095 -3.069 -0.1 1.0 1.1
H 7.385 0.317 -2.990 0.4 -0.2 0.3
H 7.998 1.500 -4.146 0.0 -0.3 -0.4
H 9.581 1.218 -2.352 0.2 0.1 -0.2
H 8.343 1.725 -1.256 0.4 1.0 0.5
H 9.625 3.211 -3.328 0.0 0.1 0.0
H 5.660 1.659 -3.499 0.5 -0.3 -0.1



(2)
95
Properties=species:S:1:pos:R:3:forces:R:3 method="wB97M-V/def2-TZVPD" lumo_ev=-1.153 total_charge=0 molar_mass_g_mol=831.61 homo_lumo_gap_ev=8.70 smiles="CC(=O)N(C)C1=C(CCF)C(=O)OC1=O.O=C1OCCO1.O=C1OCCO1.O=C1OCCO1.O=C1OCCO1.O=C1OCCO1.O=C1OCCO1.O=C1OCCO1" total_energy_ha=-3201.6679
C -1.863 0.194 3.976 -0.1 -0.4 0.2
C -1.080 1.161 3.119 -0.2 -0.4 -0.4
O -0.567 2.134 3.561 0.3 0.8 0.3
N -1.092 0.918 1.680 -0.2 -0.6 0.5
C -2.380 1.408 1.145 0.0 0.1 -0.4
C -0.618 -0.346 1.339 0.2 0.4 -0.4
C 0.593 -0.882 1.614 -0.4 0.1 0.2
C 1.844 -0.344 2.245 0.3 0.1 -0.1
C 1.861 -0.158 3.773 -0.1 0.0 0.2
F 2.121 1.187 4.111 0.0 -0.6 -0.2
C 0.594 -2.235 1.011 -0.9 1.2 0.1
O 1.460 -3.023 0.971 1.2 -1.3 0.0
O -0.629 -2.472 0.391 -0.1 0.1 -0.2
C -1.372 -1.322 0.465 0.3 0.1 0.2
O -2.395 -1.193 -0.127 -0.2 0.0 0.1
H -2.679 0.753 4.456 0.2 -0.1 -0.1
H -2.289 -0.647 3.408 0.2 0.3 0.2
H -1.221 -0.193 4.780 -0.2 0.1 -0.2
H -3.193 0.673 1.224 0.2 0.2 0.0
H -2.244 1.688 0.093 -0.1 -0.1 0.2
H -2.653 2.313 1.706 0.2 -0.2 -0.2
H 2.084 0.625 1.781 -0.1 -0.3 0.2
H 2.652 -1.039 1.967 -0.3 0.3 0.0
H 2.654 -0.771 4.233 -0.3 0.3 -0.1
H 0.900 -0.421 4.246 0.4 0.1 -0.2
O -1.232 -8.811 2.549 0.0 0.2 0.0
C -0.777 -7.899 1.933 0.0 -0.2 0.0
O 0.429 -7.334 2.169 0.0 0.0 0.1
C 0.732 -6.427 1.099 -0.1 0.0 -0.1
C -0.649 -6.111 0.551 0.1 0.1 0.0
O -1.383 -7.295 0.889 -0.1 0.0 0.0
H 1.273 -5.568 1.480 -0.1 0.0 0.1
H 1.345 -6.948 0.363 0.0 0.0 0.0
H -1.115 -5.264 1.057 0.0 0.0 0.0
H -0.672 -5.953 -0.522 0.0 -0.1 0.0
O -0.669 -6.155 -2.988 -0.2 0.1 -0.1
C -1.675 -5.547 -3.181 0.2 -0.1 0.1
O -2.586 -5.254 -2.228 0.0 0.1 0.0
C -3.524 -4.311 -2.763 -0.1 -0.2 -0.1
C -3.407 -4.568 -4.258 0.0 0.0 0.1
O -2.062 -5.045 -4.374 0.0 0.0 -0.1
H -4.509 -4.518 -2.353 0.0 0.0 0.0
H -3.208 -3.310 -2.486 0.0 0.2 0.1
H -4.084 -5.351 -4.603 0.0 0.0 0.0
H -3.525 -3.680 -4.871 0.0 0.0 0.0
O 8.038 2.386 5.327 -0.2 0.0 0.0
C 6.890 2.675 5.427 0.1 0.0 0.0
O 6.086 3.036 4.401 0.0 0.0 -0.1
C 4.732 3.082 4.869 0.0 0.0 0.1
C 4.924 3.300 6.360 -0.1 0.0 -0.1
O 6.195 2.690 6.592 0.1 0.0 0.0
H 4.205 3.887 4.365 0.0 0.0 0.0
H 4.247 2.132 4.645 0.0 0.0 0.0
H 4.991 4.357 6.623 0.0 0.0 0.0
H 4.173 2.815 6.977 0.0 0.0 0.0
O 2.239 1.148 -0.685 0.0 0.1 0.0
C 1.901 2.278 -0.470 -0.1 -0.2 0.0
O 1.791 3.235 -1.396 0.1 0.1 -0.1
C 1.118 4.363 -0.811 -0.1 0.0 0.1
C 1.400 4.168 0.669 0.0 0.0 -0.1
O 1.560 2.739 0.746 0.1 0.0 0.1
H 1.516 5.281 -1.230 0.1 0.0 0.0
H 0.056 4.281 -1.048 0.0 0.0 0.0
H 2.330 4.638 0.988 0.0 0.0 0.0
H 0.596 4.475 1.324 0.0 -0.1 0.0
O -1.270 2.234 -3.323 0.1 -0.1 0.0
C -0.511 1.347 -3.572 0.0 0.0 0.2
O -0.885 0.073 -3.835 -0.1 0.0 -0.1
C 0.270 -0.657 -4.285 0.1 0.0 0.0
C 1.407 0.153 -3.684 0.0 -0.1 0.0
O 0.825 1.464 -3.614 0.0 0.1 0.0
H 0.213 -1.680 -3.923 0.0 0.0 0.1
H 0.280 -0.654 -5.374 0.1 0.0 0.0
H 1.674 -0.157 -2.674 0.0 0.0 0.0
H 2.300 0.193 -4.301 0.0 0.0 0.0
O 0.953 -1.991 -9.151 -0.2 0.1 0.1
C -0.128 -1.630 -8.821 0.2 0.0 0.0
O -1.155 -1.368 -9.660 0.0 0.0 -0.1
C -2.346 -1.175 -8.892 0.0 0.0 0.1
C -1.791 -0.770 -7.537 0.0 0.0 -0.1
O -0.513 -1.416 -7.537 0.0 0.0 0.1
H -2.959 -0.414 -9.367 0.0 0.0 0.0
H -2.892 -2.119 -8.852 0.0 0.0 0.0
H -1.638 0.307 -7.455 0.0 0.0 0.0
H -2.372 -1.123 -6.690 0.0 0.0 0.0
O -0.160 6.960 1.517 -0.1 0.0 0.2
C -0.869 6.540 2.377 0.0 0.0 -0.1
O -0.630 5.403 3.070 0.0 0.0 0.0
C -1.584 5.294 4.129 -0.1 0.0 0.1
C -2.716 6.179 3.629 0.0 -0.1 0.0
O -2.023 7.108 2.786 0.0 0.0 0.0
H -1.853 4.251 4.261 0.0 0.0 0.0
H -1.131 5.676 5.045 0.0 0.0 0.0
H -3.432 5.630 3.015 0.0 0.0 0.0
H -3.241 6.719 4.411 0.1 0.1 0.0



(3)
103
Properties=species:S:1:pos:R:3:forces:R:3 method="wB97M-V/def2-TZVPD" lumo_ev=0.039 total_charge=0 molar_mass_g_mol=626.88 homo_lumo_gap_ev=7.96 de_lowest_kcal_mol=0.00 smiles="COCCCc1c(CCC(C)C)c(C[C@@H](C)O)c(CCCCn2cccc2)c2c1C(=O)N(C)C2=O.C1CCOC1.C1CCOC1" total_energy_ha=-2005.5842
C 4.663 -3.419 1.551 -0.2 0.3 0.3
O 3.332 -3.000 1.304 0.3 0.3 -0.3
C 2.906 -3.219 -0.036 -0.4 -0.6 0.6
C 1.595 -2.474 -0.257 0.5 0.5 -0.6
C 1.771 -1.168 -1.087 0.0 -0.3 0.4
C 1.762 0.052 -0.202 0.1 0.2 -0.4
C 0.565 0.625 0.293 0.7 0.0 -0.2
C -0.737 -0.032 -0.095 -0.5 0.5 0.2
C -1.780 0.768 -0.902 0.6 -0.3 -0.3
C -1.258 1.444 -2.172 -0.8 0.4 -0.5
C -0.697 2.843 -1.954 0.2 0.0 -0.1
C -2.425 1.589 -3.178 0.1 -0.2 0.1
C 0.641 1.737 1.159 0.3 -0.1 0.2
C -0.609 2.330 1.766 0.1 -0.4 -0.1
C -1.321 1.439 2.828 -0.2 0.3 0.3
C -2.816 1.278 2.588 0.1 0.2 -0.1
O -0.710 0.166 2.994 -0.1 -0.2 -0.1
C 1.889 2.281 1.527 0.2 0.2 0.3
C 2.058 3.438 2.497 0.5 -0.4 -0.3
C 2.272 4.806 1.819 -0.6 -0.1 0.3
C 1.479 5.054 0.530 0.5 0.5 0.1
C 2.261 4.783 -0.745 0.0 -0.2 -0.2
N 3.563 5.423 -0.776 0.6 0.1 -0.1
C 3.944 6.624 -0.244 0.3 0.4 0.0
C 5.279 6.829 -0.506 0.0 -0.4 -0.2
C 5.742 5.703 -1.241 -0.6 -0.2 0.1
C 4.660 4.867 -1.387 -0.1 0.0 0.1
C 3.047 1.711 1.004 -0.8 0.2 0.0
C 2.977 0.621 0.158 -0.2 -0.1 -0.1
C 4.381 0.234 -0.194 -0.3 0.7 0.2
O 4.807 -0.638 -0.897 0.1 -0.8 -0.3
N 5.205 1.159 0.448 0.4 -0.4 0.5
C 6.543 0.787 0.865 0.4 0.2 -0.1
C 4.479 2.061 1.224 -0.5 -0.6 -0.7
O 4.979 2.908 1.901 0.4 0.6 0.7
H 5.176 -3.731 0.645 0.0 -0.1 -0.1
H 4.660 -4.226 2.282 0.0 -0.2 0.0
H 5.213 -2.585 1.985 0.1 0.1 0.0
H 2.722 -4.294 -0.156 0.1 -0.1 -0.1
H 3.683 -2.925 -0.739 0.1 0.2 -0.1
H 1.209 -2.206 0.723 -0.3 -0.3 0.1
H 0.916 -3.130 -0.794 -0.3 -0.1 0.2
H 1.011 -1.111 -1.860 -0.1 0.1 0.0
H 2.726 -1.231 -1.591 0.1 0.1 -0.2
H -1.212 -0.388 0.816 0.0 -0.1 0.1
H -0.559 -0.918 -0.686 0.3 -0.2 0.0
H -2.513 0.040 -1.232 -0.2 -0.2 0.1
H -2.343 1.480 -0.308 0.0 0.2 0.2
H -0.498 0.846 -2.677 0.1 -0.3 0.3
H -1.430 3.464 -1.440 0.0 0.0 0.2
H -0.525 3.326 -2.916 0.1 0.0 -0.1
H 0.241 2.846 -1.409 0.1 0.0 0.2
H -2.948 2.529 -3.012 -0.1 0.1 0.0
H -2.066 1.563 -4.204 0.1 0.2 -0.1
H -3.159 0.793 -3.071 0.0 -0.1 0.0
H -1.278 2.621 0.965 -0.3 -0.1 -0.1
H -0.363 3.252 2.273 0.1 0.2 0.0
H -1.234 1.963 3.781 0.2 0.2 0.1
H -3.345 1.189 3.532 -0.1 -0.3 0.1
H -3.013 0.406 1.973 -0.1 -0.1 -0.1
H -3.220 2.154 2.086 0.0 0.1 -0.1
H -0.294 0.122 3.856 0.1 0.0 0.0
H 2.981 3.230 3.029 0.1 0.0 0.3
H 1.279 3.449 3.252 -0.3 0.1 -0.1
H 1.980 5.571 2.537 0.1 0.1 0.1
H 3.335 4.935 1.656 0.2 0.0 -0.2
H 0.560 4.479 0.513 -0.2 -0.1 -0.1
H 1.187 6.105 0.511 -0.1 0.1 0.0
H 2.438 3.715 -0.866 0.1 -0.1 0.1
H 1.692 5.085 -1.624 -0.2 0.1 0.0
H 3.294 7.281 0.304 -0.3 -0.1 0.0
H 5.873 7.671 -0.205 0.0 0.2 0.1
H 6.727 5.497 -1.612 0.2 0.1 0.0
H 4.555 3.913 -1.874 0.1 -0.1 0.0
H 6.916 -0.026 0.256 -0.2 -0.1 -0.2
H 7.235 1.616 0.777 0.0 0.2 -0.1
H 6.548 0.464 1.905 -0.1 0.0 0.1
C -5.792 -3.068 -1.445 0.1 0.0 0.0
C -6.020 -2.409 -0.088 -0.1 0.0 0.0
C -4.938 -1.339 -0.080 0.1 0.0 0.0
O -4.746 -0.947 -1.441 0.0 -0.1 0.0
C -5.412 -1.873 -2.307 -0.1 0.1 0.0
H -6.661 -3.603 -1.825 0.0 0.0 0.0
H -4.963 -3.773 -1.384 0.0 0.0 0.0
H -7.009 -1.945 -0.056 0.0 0.0 0.0
H -5.939 -3.096 0.753 0.0 0.0 0.0
H -3.990 -1.735 0.305 0.0 0.0 0.1
H -5.211 -0.462 0.510 0.0 0.0 0.0
H -6.298 -1.381 -2.723 0.0 0.0 0.0
H -4.746 -2.138 -3.129 0.0 0.0 0.0
C -4.862 -8.252 0.108 0.0 -0.1 -0.1
C -3.418 -7.787 -0.059 0.0 0.1 0.1
C -3.531 -6.857 -1.260 0.0 -0.1 -0.1
O -4.842 -6.287 -1.207 0.0 -0.1 0.0
C -5.635 -6.990 -0.246 0.0 0.1 0.1
H -5.092 -8.621 1.106 0.0 0.0 0.0
H -5.085 -9.045 -0.609 0.0 0.0 0.0
H -3.101 -7.227 0.823 0.0 0.0 0.0
H -2.710 -8.598 -0.220 0.0 0.0 0.0
H -3.430 -7.408 -2.200 0.1 0.0 0.0
H -2.791 -6.056 -1.247 0.0 0.0 0.0
H -5.768 -6.347 0.632 0.0 0.0 0.0
H -6.616 -7.197 -0.674 0.0 0.0 0.0



(4)
158
Properties=species:S:1:pos:R:3:forces:R:3 method="wB97M-V/def2-TZVPD" lumo_ev=-0.008 total_charge=0 molar_mass_g_mol=1251.01 homo_lumo_gap_ev=10.55 de_lowest_kcal_mol=207.04 total_energy_ha=-4804.6173
C -4.322 -5.672 -5.725 0.7 0.4 1.2
C -5.717 -5.444 -6.154 -0.9 0.8 -0.3
O -6.113 -6.717 -6.615 -3.4 2.0 -0.7
C -5.147 -7.552 -6.664 1.6 -0.2 0.9
O -5.233 -8.650 -7.057 0.3 -2.0 -0.8
O -4.058 -6.988 -6.110 1.6 -0.9 -0.2
H -4.319 -5.613 -4.637 0.8 0.1 0.0
H -3.632 -4.978 -6.206 0.2 -0.1 0.3
H -5.712 -4.692 -6.942 -0.7 -0.2 -0.2
H -6.377 -5.162 -5.333 0.0 0.1 -0.2
C 6.455 0.345 -5.225 0.8 -0.9 -0.3
C 5.323 1.327 -5.268 -0.7 -2.0 -2.9
O 5.503 2.075 -4.183 -0.2 2.8 3.1
C 6.496 1.638 -3.378 0.7 0.3 2.6
O 6.772 2.049 -2.262 -0.8 -0.5 -2.8
O 7.127 0.614 -3.968 -0.3 -0.2 -1.0
H 7.107 0.506 -6.084 0.4 -0.2 0.4
H 6.086 -0.680 -5.236 0.3 0.0 0.2
H 4.384 0.774 -5.293 -0.3 0.2 0.5
H 5.342 1.882 -6.206 0.1 0.5 0.2
C 0.500 -2.298 -11.825 0.6 0.7 -1.6
C -0.581 -2.062 -12.988 2.1 -2.3 1.3
O -1.681 -1.823 -12.202 -2.4 0.9 1.2
C -1.383 -1.609 -10.889 -1.6 2.4 2.3
O -2.098 -1.079 -10.038 1.3 -1.9 -2.7
O -0.110 -1.926 -10.629 -1.1 0.5 0.1
H 1.252 -1.539 -12.043 0.8 -0.7 0.3
H 0.804 -3.321 -11.606 0.5 0.1 -1.1
H -0.696 -3.022 -13.492 -0.2 0.2 -0.3
H -0.348 -1.286 -13.718 -0.1 0.2 0.4
C 10.569 -0.409 4.408 -0.2 -0.1 1.7
C 9.660 -0.818 5.635 1.6 2.3 -0.7
O 9.842 -2.201 5.706 -1.1 -0.6 -0.3
C 10.945 -2.542 5.018 1.0 -1.3 0.5
O 11.441 -3.628 5.026 -0.5 0.3 -0.1
O 11.494 -1.486 4.421 -0.1 0.0 -1.0
H 11.216 0.443 4.619 -0.7 0.4 -0.3
H 9.984 -0.336 3.491 0.4 -0.1 -0.2
H 8.664 -0.392 5.512 -0.3 -0.9 0.1
H 10.116 -0.390 6.528 -0.2 0.1 0.2
C 4.383 5.732 12.298 0.3 1.5 1.9
C 2.970 5.570 11.980 -3.4 4.0 1.2
O 2.977 5.031 10.748 -0.3 -2.4 -2.6
C 4.037 4.195 10.749 0.3 1.1 -0.5
O 4.278 3.346 9.984 0.0 -1.4 -1.1
O 4.870 4.612 11.701 2.5 -2.4 0.3
H 4.553 5.797 13.372 0.3 -0.4 0.0
H 4.851 6.604 11.840 -0.2 0.2 -0.1
H 2.509 6.546 11.824 -0.1 0.3 0.4
H 2.255 5.070 12.633 0.7 -0.6 0.5
C 0.550 -7.880 1.761 -0.8 2.5 -0.3
O 0.828 -8.935 2.610 -4.1 -1.1 -4.6
C 1.595 -8.899 3.554 6.8 0.9 4.8
O 2.248 -7.948 4.017 -1.7 -1.4 -0.8
O 1.803 -10.188 3.924 -0.7 1.0 -1.0
C 2.864 -10.570 4.747 -0.5 -0.8 1.5
H 0.266 -8.208 0.761 0.2 -0.5 0.3
H 1.329 -7.121 1.690 0.6 -0.5 0.1
H -0.273 -7.298 2.174 -0.3 -0.2 0.0
H 3.735 -10.987 4.242 -0.2 0.3 -0.5
H 2.318 -11.371 5.244 1.0 -0.3 0.7
H 3.185 -9.828 5.478 -0.2 0.2 -0.2
C -2.707 -1.219 10.763 -1.1 -0.8 0.1
O -2.845 -2.529 11.411 1.1 -0.8 -0.9
C -2.567 -3.724 10.761 -2.2 -0.7 0.8
O -2.734 -4.802 11.328 1.0 2.6 -1.5
O -2.373 -3.509 9.438 0.0 0.8 0.3
C -2.248 -4.573 8.526 -0.1 -2.3 0.1
H -3.127 -1.229 9.757 0.5 -0.3 -0.1
H -1.693 -0.824 10.815 -0.1 -0.2 0.0
H -3.422 -0.601 11.307 0.4 0.1 0.3
H -2.975 -5.375 8.653 -0.3 0.1 1.0
H -1.286 -5.068 8.660 0.1 0.3 -0.3
H -2.471 -4.375 7.478 0.6 1.4 0.2
C -6.439 -7.553 4.362 1.2 -1.8 -1.0
O -6.591 -6.305 4.961 -0.3 -0.9 1.9
C -6.559 -5.222 4.236 0.6 -0.6 -3.1
O -6.605 -5.218 3.012 -0.2 0.3 1.3
O -6.359 -4.200 5.022 0.1 2.2 -0.6
C -6.451 -2.885 4.341 -0.6 0.1 1.1
H -6.307 -8.367 5.075 -1.0 0.5 0.8
H -5.453 -7.689 3.918 0.1 0.8 -0.7
H -7.168 -7.847 3.607 -0.2 0.5 0.2
H -7.510 -2.630 4.292 0.0 -0.1 -0.1
H -6.035 -2.744 3.343 0.3 -0.9 0.2
H -5.988 -2.179 5.030 0.1 -0.2 0.0
C 1.194 -0.690 2.686 0.2 -1.8 1.3
O 1.278 -0.069 1.423 1.5 0.1 1.4
C 0.249 0.010 0.666 -5.4 -0.5 -2.2
O -0.902 -0.485 0.785 3.3 0.9 0.5
O 0.551 0.770 -0.394 0.0 0.2 0.2
C -0.445 1.093 -1.410 0.4 -0.6 0.7
H 0.771 -1.694 2.663 -0.4 0.1 -0.6
H 0.667 -0.193 3.501 -0.2 0.8 -0.6
H 2.195 -0.896 3.067 0.2 0.6 -0.4
H -1.421 1.431 -1.061 0.4 0.4 0.7
H -0.734 0.197 -1.959 0.7 0.0 -0.4
H 0.119 1.863 -1.937 -0.6 -0.3 -0.5
C -2.651 9.553 -3.124 0.1 -2.1 1.4
O -3.856 9.785 -3.837 -0.2 0.1 -0.3
C -4.736 8.849 -4.294 -0.2 3.2 -0.1
O -4.535 7.718 -4.559 -0.2 -1.0 0.2
O -5.893 9.616 -4.509 2.7 -0.5 0.6
C -7.040 8.949 -4.866 -1.5 -2.3 0.3
H -2.511 10.341 -2.384 0.1 0.3 -0.7
H -1.740 9.196 -3.605 -0.1 1.2 -1.3
H -2.691 8.658 -2.502 -1.1 -0.3 0.4
H -7.141 8.000 -4.341 0.2 -0.1 0.5
H -7.089 8.570 -5.887 0.1 0.9 -0.4
H -7.911 9.509 -4.526 0.2 0.4 -0.6
C 5.936 -5.359 -0.543 2.4 -0.6 1.5
O 5.452 -5.429 -1.846 -1.3 -0.5 0.3
C 5.330 -6.656 -2.376 0.7 -2.0 0.1
O 5.581 -7.782 -1.931 -0.7 2.9 -0.2
O 4.947 -6.406 -3.609 -0.6 0.2 -1.8
C 3.987 -7.239 -4.288 0.1 0.1 0.5
H 5.745 -4.448 0.026 -0.4 0.3 -0.9
H 7.010 -5.455 -0.704 0.3 0.3 0.7
H 5.691 -6.168 0.145 -0.6 -0.3 -0.5
H 3.306 -7.574 -3.505 -0.2 -0.4 -0.4
H 4.416 -8.062 -4.859 0.3 -0.1 0.4
H 3.485 -6.599 -5.014 0.0 0.1 0.3
C 1.979 10.605 6.144 -0.9 0.4 -0.7
O 2.095 9.206 6.063 0.1 -0.5 -0.2
C 1.938 8.695 4.824 1.5 -0.6 1.3
O 1.436 9.193 3.872 -0.6 0.6 -0.6
O 2.583 7.530 4.888 0.3 -1.3 -2.4
C 2.805 6.811 3.593 -0.1 -1.0 1.1
H 0.992 10.847 5.750 -0.2 0.5 0.5
H 2.663 11.081 5.441 0.4 0.1 0.4
H 2.125 10.880 7.189 0.0 0.1 -0.3
H 3.301 5.891 3.902 0.2 0.2 0.3
H 3.451 7.268 2.843 -0.2 0.8 0.5
H 1.908 6.424 3.109 -0.4 0.7 0.2
C 3.247 4.049 -14.254 -0.6 -0.8 -1.2
O 3.316 4.632 -13.000 -2.1 -0.2 3.2
C 2.229 4.308 -12.125 0.2 -0.4 -2.1
O 1.229 3.658 -12.414 2.2 1.1 0.2
O 2.493 4.853 -10.955 0.0 -0.8 0.1
C 1.514 4.567 -9.933 -0.5 1.2 0.1
H 4.241 4.120 -14.696 -0.2 0.1 0.0
H 2.475 4.513 -14.867 0.2 0.4 -0.2
H 2.931 3.007 -14.209 0.3 -0.2 0.2
H 1.408 3.546 -9.565 0.8 -0.1 -0.4
H 0.522 4.832 -10.300 0.1 0.2 0.0
H 1.811 5.265 -9.150 -0.2 -0.3 0.2
C -12.406 4.141 0.559 -0.7 1.6 -0.6
O -11.141 3.802 1.087 -0.8 -1.3 0.6
C -10.078 4.386 0.582 1.2 1.1 1.4
O -10.074 5.377 -0.084 0.1 0.4 -1.2
O -8.997 3.850 1.162 -1.0 -1.6 1.1
C -7.702 4.187 0.696 -1.2 0.3 -1.1
H -13.132 4.512 1.282 0.3 -1.0 0.9
H -12.818 3.327 -0.038 0.1 0.1 0.1
H -12.338 5.080 0.010 0.4 -0.4 -0.8
H -6.928 3.796 1.356 -0.4 0.3 0.2
H -7.790 5.268 0.589 1.2 0.0 -0.3
H -7.673 3.656 -0.256 0.8 0.5 -0.3